(1)
# C3H8N5O2

2 unconnected molecules or ions with the total composition C3H8N5O2 (ωB97M-V with the def2-TZVPD basis set, the Open Molecules 2025 dataset).

Geometry as XYZ:
```
18
Properties=species:S:1:pos:R:3:mulliken_charge:R:1
C 0.38839 -3.77198 -0.32873 -0.143
C -0.16955 1.17945 -0.38134 0.606
C 0.25401 0.37546 0.77682 0.373
N 1.08296 -3.00871 0.20625 0.276
N -0.60129 -0.30293 1.49592 -0.288
N -1.85134 2.01169 -1.58529 -0.561
N -1.43337 1.18892 -0.68646 -0.073
N 1.51952 0.37646 1.17270 -0.332
O 0.75384 1.98962 -1.02007 -0.524
O 1.77964 -2.14253 0.72674 -0.553
H -0.24768 -4.60602 -0.52331 0.416
H -0.24817 -0.97557 2.21147 0.283
H -2.83933 2.01368 -1.91494 0.246
H -1.31470 2.45005 -2.30280 0.210
H -1.43814 -0.33439 1.02057 0.254
H 2.12862 1.02947 0.59917 0.236
H 0.35558 2.77080 -1.29780 0.319
H 1.88100 -0.24347 1.83110 0.254
```

The value obtained for the total energy is -14776.10687 eV. Its total charge is +1. Its energy relative to the best compared isomer or geometry (same formula, charge and spin) is 0.0 kJ/mol. Its HOMO energy is -13.0 eV. The multiplicity is 1.

(2)
# C3H7N3O2

A molecular structure, C3H7N3O2 (ωB97M-V with the def2-TZVPD basis set, the Open Molecules 2025 dataset).

Geometry as XYZ:
```
15
Properties=species:S:1:pos:R:3:mulliken_charge:R:1
C 0.05073 2.46922 0.14043 -0.704
C -0.04795 -0.01665 -0.19446 0.423
C 0.00875 -0.81990 -1.29111 0.553
H -0.95084 2.82018 0.75024 0.231
H 0.89753 2.45233 0.90744 0.286
H 0.31197 3.43189 -0.70797 0.242
H -0.37901 -0.16234 1.87416 0.215
H -1.05973 -2.56582 0.81373 0.270
H 0.22076 -1.96027 2.42121 0.309
H 0.97792 -1.71187 -2.56212 0.371
N 0.05425 1.15326 -0.58140 -0.333
N -0.30114 -0.71342 1.06088 -0.073
N -0.03570 -2.03537 1.16039 -0.686
O 1.21363 -1.02725 -1.82954 -0.459
O -0.96118 -1.31399 -1.96188 -0.644
```

The value obtained for the total energy is -11784.41853 eV. Its energy relative to the best compared isomer or geometry (same formula, charge and spin) is 665.2 kJ/mol. Its HOMO energy is -8.7 eV. The multiplicity is 1.

(3)
# C7H17N2O

A gas-phase ion, C7H17N2O (charge +1) (ωB97M-V with the def2-TZVPD basis set, the Open Molecules 2025 dataset).

Geometry as XYZ:
```
27
Properties=species:S:1:pos:R:3:mulliken_charge:R:1
N 1.53483 -2.36605 -1.17864 -0.632
C 1.98388 -0.98674 -0.98687 -0.506
C 1.62613 -0.44794 0.39650 -0.037
C 1.53799 1.07724 0.44434 -0.883
C 0.41597 1.77709 -0.33132 -1.058
C -0.97579 1.20049 -0.24012 0.318
C -1.45448 0.90965 1.20727 -0.930
N -2.05075 -0.47738 1.10646 -0.111
C -2.18631 -0.68829 -0.40488 -0.472
O -1.05322 -0.08831 -0.87653 -0.340
H 0.66236 -2.53592 -0.69320 0.190
H 1.38441 -2.58586 -2.15478 0.263
H 1.60780 -0.31018 -1.76297 0.294
H 3.07358 -0.98297 -1.06959 0.402
H 2.39081 -0.74289 1.11695 0.477
H 0.70553 -0.93066 0.75398 -0.319
H 1.52078 1.41394 1.48416 0.373
H 2.48230 1.45038 0.04139 0.365
H 0.66208 1.87553 -1.38970 0.438
H 0.32272 2.80166 0.04157 0.387
H -1.69286 1.87008 -0.72296 0.551
H -0.64727 0.87164 1.93310 0.377
H -2.22656 1.59800 1.53922 0.393
H -2.92374 -0.58792 1.62212 0.362
H -1.38244 -1.16264 1.46045 0.364
H -3.12057 -0.20124 -0.70098 0.373
H -2.19717 -1.75070 -0.63497 0.361
```

The value obtained for the total energy is -12555.40737 eV. Its total charge is +1. Its energy relative to the best compared isomer or geometry (same formula, charge and spin) is 139.4 kJ/mol. Its HOMO energy is -12.0 eV. The SMILES is NCCCC[C@@H]1C[NH2+]CO1. The multiplicity is 1.

(4)
# C10H14AsNO5Rh

A molecular structure, C10H14AsNO5Rh (ωB97M-V with the def2-TZVPD basis set, the Open Molecules 2025 dataset).

Geometry as XYZ:
```
32
Properties=species:S:1:pos:R:3:mulliken_charge:R:1
Rh 0.00000 0.00000 0.00000 0.194
O -3.54678 1.02389 -0.48545 -0.468
C -2.22553 0.76709 -0.36137 -0.137
O -1.82187 -0.30127 0.12740 -0.622
C -1.38913 1.93339 -0.88807 0.974
C -1.55421 3.16165 -1.44838 -0.354
C -0.35410 3.87613 -1.76733 -0.189
C 0.95390 3.34178 -1.51690 -0.434
C 1.02093 2.10154 -0.95167 0.490
N -0.15523 1.57788 -0.71950 -0.418
C 2.17999 1.15024 -0.51214 0.468
O 3.36090 1.59180 -0.70689 -0.559
O 1.86871 -0.01083 0.01500 -0.395
H -3.92942 0.20191 -0.11313 0.410
H -2.53338 3.57414 -1.64152 0.533
H -0.43148 4.86343 -2.21742 0.433
H 1.85775 3.88634 -1.76006 0.527
C -2.74103 -0.73867 2.13675 -0.607
As -0.94903 -1.45815 2.50992 0.934
C -0.49307 -1.49702 4.42263 -0.974
C -0.55785 -3.13943 1.56753 -1.017
O 0.08677 -0.36100 1.85536 -0.791
H -3.50694 -1.42660 2.54979 0.492
H -2.88048 -0.64475 1.04030 -0.143
H -2.84482 0.25879 2.61096 0.368
H -1.15299 -2.22065 4.94349 0.381
H -0.63589 -0.48645 4.85726 0.339
H 0.56508 -1.80712 4.54407 0.349
H -1.22076 -3.94055 1.95367 0.401
H 0.50146 -3.42094 1.73837 0.367
H -0.73517 -3.00380 0.48089 0.304
H 0.09068 -1.45690 -0.84116 0.142
```

The value obtained for the total energy is -86155.03634 eV. Its total charge is +1. Its energy relative to the best compared isomer or geometry (same formula, charge and spin) is 0.0 kJ/mol. Its HOMO energy (alpha / beta) is -10.0 / -13.5 eV. The multiplicity is 5.

(5)
# C5H9NO

A single C5H9NO molecule (ωB97M-V with the def2-TZVPD basis set, the Open Molecules 2025 dataset).

Geometry as XYZ:
```
16
Properties=species:S:1:pos:R:3:mulliken_charge:R:1
C -1.25018 1.03306 0.02372 -0.682
C 0.61458 1.03603 0.06989 0.297
N 0.19953 -1.92592 -0.18461 -0.574
C 0.41377 0.10076 1.13980 -0.567
C 0.29940 -1.25188 1.04866 -0.187
C 1.15522 1.33022 -1.09263 -0.722
O -1.68108 0.10877 -0.89269 -0.529
H -1.31848 -0.78067 -0.64514 0.454
H 0.79478 -1.53206 -0.91517 0.195
H 0.35395 -2.92519 -0.10090 0.225
H -1.78992 0.98491 0.96948 0.352
H -1.36158 2.03788 -0.38963 0.425
H 0.45384 0.53086 2.13814 0.357
H 0.33130 -1.87552 1.93352 0.390
H 0.54770 1.73886 -1.90457 0.267
H 2.23719 1.38989 -1.19788 0.297
```

The value obtained for the total energy is -8864.57339 eV. Its energy relative to the best compared isomer or geometry (same formula, charge and spin) is 447.6 kJ/mol. Its HOMO energy is -7.2 eV. The SMILES is C=C(/C=C\N)CO. The multiplicity is 1.

(6)
# C19H38O17S

6 unconnected molecules or ions with the total composition C19H38O17S (ωB97M-V with the def2-TZVPD basis set, the Open Molecules 2025 dataset).

Geometry as XYZ:
```
75
Properties=species:S:1:pos:R:3:mulliken_charge:R:1
C -2.79627 -0.35972 0.62823 -0.704
C -1.25763 -0.57670 0.70042 -0.486
C -0.76111 0.06693 1.99191 -0.477
S -2.21881 0.97540 2.69825 1.131
O -1.82839 2.27041 3.20491 -0.648
O -2.84800 0.00624 3.61381 -0.714
C -3.11962 1.02028 1.15226 -0.433
H -3.21289 -1.14417 1.26158 0.426
H -3.27325 -0.55951 -0.33201 0.307
H -0.58782 -0.40961 -0.14340 0.136
H -1.03783 -1.64079 0.83581 0.309
H -0.08451 0.91701 1.86395 0.166
H -0.28096 -0.61153 2.69034 0.379
H -2.58023 1.79024 0.59484 0.035
H -4.14603 1.28473 1.39087 0.535
C 2.58302 -5.74966 7.79519 -0.653
O 2.25012 -5.03785 6.61082 -0.319
C 2.60001 -5.53446 5.44356 0.799
O 3.16392 -6.59043 5.27598 -0.576
O 2.26483 -4.68201 4.46903 -0.239
C 2.68844 -5.02438 3.17163 -0.718
H 3.34669 -6.51296 7.66892 0.344
H 1.67140 -6.24168 8.13657 0.257
H 2.90289 -5.00030 8.51502 0.231
H 3.14386 -5.99735 3.00470 0.338
H 3.43458 -4.40774 2.65549 0.224
H 1.83986 -4.86427 2.50432 0.323
C -4.74874 1.19442 -2.74959 -0.763
O -3.48190 1.73145 -2.40256 -0.189
C -2.71832 2.29790 -3.33958 0.642
O -2.97211 2.29103 -4.50494 -0.599
O -1.57694 2.66663 -2.74747 -0.101
C -0.50293 2.92759 -3.64884 -0.669
H -5.53080 1.93403 -2.90569 0.332
H -5.10305 0.66065 -1.86379 0.219
H -4.66978 0.40251 -3.49153 0.339
H 0.19357 3.57489 -3.12056 0.243
H -0.88499 3.41792 -4.54250 0.399
H 0.05862 2.03954 -3.94442 0.167
C 0.75498 -2.85462 -4.13145 -0.462
O 1.01393 -2.65999 -5.52184 -0.349
C 0.49806 -1.59650 -6.15866 0.753
O 0.87912 -1.30666 -7.25430 -0.556
O -0.55695 -1.07825 -5.54903 -0.262
C -1.11339 0.09435 -6.14437 -0.189
H 1.23891 -2.07155 -3.54941 0.131
H 1.10150 -3.84113 -3.83841 0.294
H -0.31020 -2.84486 -3.89382 0.269
H -1.45253 0.71867 -5.31434 -0.289
H -2.04837 -0.11903 -6.65649 0.317
H -0.39773 0.74514 -6.63682 0.360
C 2.13281 0.71374 -1.48021 -0.438
O 1.86966 -0.29704 -0.52261 -0.171
C 2.31403 -0.11593 0.68760 0.846
O 2.75500 0.89528 1.15779 -0.604
O 2.33152 -1.32022 1.30059 -0.303
C 2.82825 -1.42547 2.64420 -0.622
H 3.15360 1.10614 -1.45793 0.383
H 1.63264 1.63386 -1.15327 -0.025
H 1.83856 0.45427 -2.48861 0.182
H 3.41078 -0.52663 2.84348 0.360
H 3.53898 -2.24447 2.55944 0.122
H 2.05279 -1.65292 3.36933 0.282
C -2.19875 4.97300 1.33588 -0.913
O -1.21597 4.44224 0.46066 -0.117
C -0.01838 4.98764 0.46051 0.550
O 0.26221 6.08958 0.86417 -0.611
O 0.85397 4.06977 0.02773 -0.043
C 2.24625 4.38583 0.17442 -0.752
H -2.01553 4.51233 2.31845 0.307
H -3.20637 4.61511 1.15640 0.302
H -2.00476 6.00351 1.62753 0.400
H 2.68731 3.39426 0.32760 0.171
H 2.54503 4.91496 1.07288 0.372
H 2.68013 4.68090 -0.77863 0.312
```

The value obtained for the total energy is -65959.36680 eV. Its HOMO energy is -10.2 eV. The SMILES is O=S1(=O)CCCC1.COC(=O)OC.COC(=O)OC.COC(=O)OC.COC(=O)OC.COC(=O)OC. The multiplicity is 1.